A structure of composition C2H6ClO2Zn2 at a distorted geometry, computed with ωB97M-V/def2-TZVPD.

Last column: Löwdin charge in e.
Positions of all 13 atoms, in Å:
1 Zn -15.74 -17.14 15.57  1.074
2 Zn -19.35 -15.38 13.05  1.074
3 Cl -17.38 -16.09 14.37  -0.033
4 C -16.06 -11.45 15.35  -0.178
5 C -16.88 -12.38 16.19  -0.220
6 O -18.09 -11.84 16.49  0.117
7 O -16.31 -10.16 15.72  0.153
8 H -16.35 -11.55 14.26  0.205
9 H -14.98 -11.70 15.39  0.174
10 H -16.31 -12.65 17.13  0.200
11 H -16.99 -13.39 15.73  0.108
12 H -18.68 -12.47 16.93  0.151
13 H -15.63 -9.55 15.38  0.174

* total charge: +3
* LUMO level: -16.9772 eV
* HOMO-LUMO gap: 2.572 eV
* calculated total energy: -4247.6783 a.u.
* energy relative to the best compared isomer or geometry (same formula, charge and spin): 464.4 kJ/mol